{
  "formula": "C4H9N2O2S",
  "method": "ωB97M-V/def2-TZVPD",
  "species": ["C", "C", "C", "C", "N", "N", "O", "O", "S", "H", "H", "H", "H", "H", "H", "H", "H", "H"],
  "coordinates": [[0.817495, -0.462945, 0.624138], [-0.586375, 1.837157, 1.077145], [-1.380700, -0.372799, -2.127598], [-0.029934, 0.764198, 0.116457], [0.809336, -1.016351, 1.780384], [1.682748, -1.179483, -0.316134], [1.701239, -0.801778, -1.463183], [2.273418, -2.050117, 0.224719], [-1.244227, -0.586355, -0.367615], [-1.083142, 1.428065, 2.012768], [0.304797, 2.557719, 1.330515], [-1.313323, 2.535981, 0.586139], [-2.298027, -0.797238, -2.521284], [-0.728925, -1.186289, -2.624764], [-1.240428, 0.674042, -2.310193], [0.568939, 1.047683, -0.784024], [0.386693, -0.613049, 2.606532], [1.360418, -1.778442, 2.155996]],
  "atomic_forces_ev_per_a": [[-2.238, 2.097, -0.193], [1.425, 1.284, 0.443], [1.041, -2.667, -0.931], [0.942, -2.253, 0.454], [-0.248, 0.508, 2.958], [-0.440, 1.167, -0.774], [0.268, -0.227, 0.015], [1.611, -1.803, -0.399], [-0.239, 0.481, 0.493], [0.788, 0.396, -1.195], [-1.597, -1.474, -0.049], [0.503, -1.049, 0.117], [-0.876, 0.643, 0.585], [0.053, 2.052, 0.562], [0.198, 0.164, -0.842], [-0.964, 0.309, 0.615], [-0.585, 0.849, -0.483], [0.358, -0.476, -1.373]],
  "mulliken_charge": [0.156, -1.171, -0.754, -0.037, -0.255, 1.060, -0.517, -0.600, 0.091, 0.324, 0.337, 0.342, 0.378, 0.290, 0.295, 0.539, 0.247, 0.273],
  "e_lumo_ev": -5.70,
  "molar_mass_g_mol": 149.20,
  "e_homo_ev": -13.8,
  "homo_lumo_gap_ha": 0.299,
  "total_charge": 1,
  "fmax_ev_per_a": 3.07,
  "de_lowest_kcal_mol": 92.7
}